Entry 1:
Computed, not measured: a single C2H4N4O molecule at a distorted geometry, with wB97M-V/def2-TZVPD.

Geometry as XYZ:
```
11
Properties=species:S:1:pos:R:3:forces:R:3
N 0.596557 -0.123887 2.051818 4.3 1.6 7.4
C 0.234113 -0.294850 0.828901 1.0 1.0 -4.5
N -0.772560 -1.096201 0.394097 -0.6 0.0 1.9
C -1.003800 -0.647735 -0.786268 0.0 -0.9 -4.7
N -0.052263 0.179858 -1.203761 2.3 2.7 1.1
O 0.060460 0.921084 -2.396503 -1.5 1.1 1.3
N 0.853348 0.473621 -0.126355 -3.0 -1.3 -0.6
H 0.571483 -0.764695 2.881209 -0.8 0.3 -2.0
H 1.442746 0.557725 2.305560 -2.7 -1.9 -1.6
H -1.541892 -1.061392 -1.682375 -0.4 0.2 1.7
H -0.388192 1.856472 -2.266324 1.2 -2.7 0.2
```
Positions in Å, forces in eV/Å.

As for the energy above the lowest of the compared OMol25 structures with the same formula, charge and spin: 343.1 kJ/mol. As for the largest force on an atom: 8.7 eV/Å. The orbital gap is 9.05 eV. As for the net charge: 0. Its multiplicity is 1. The lowest unoccupied orbital energy is 0.62 eV. Its HOMO energy is -8.44 eV.



Entry 2:
Computed, not measured: a single C2H4N4O molecule at a distorted geometry, with wB97M-V/def2-TZVPD.

Geometry as XYZ:
```
11
Properties=species:S:1:pos:R:3:forces:R:3
C 0.352573 0.026397 -0.563493 -1.7 0.5 0.7
C -0.126228 -0.267605 0.817534 1.9 -3.0 3.6
H 2.149104 0.470743 -1.558382 -1.5 -0.8 2.3
H 2.395071 0.553046 0.293213 -3.6 -1.8 -3.5
H 0.464180 -1.289922 1.091246 -1.2 2.3 -0.5
H 0.229157 0.425003 1.764102 -1.4 -1.1 -2.6
N 1.681226 0.171603 -0.618387 5.6 2.7 -0.3
N -1.512570 -0.753866 0.775791 -0.3 0.8 0.0
N -2.211201 -0.069249 0.019153 -5.1 6.3 -3.1
N -2.903164 0.720816 -0.598847 4.3 -6.1 4.5
O -0.518148 0.013035 -1.421930 2.9 0.1 -1.1
```
Positions in Å, forces in eV/Å.

As for the energy above the lowest of the compared OMol25 structures with the same formula, charge and spin: 430.2 kJ/mol. As for the largest force on an atom: 8.8 eV/Å. The orbital gap is 9.45 eV. As for the net charge: 0. Its multiplicity is 1. The lowest unoccupied orbital energy is 0.23 eV. Its HOMO energy is -9.22 eV.



Entry 3:
Computed, not measured: a single C2H4N4O molecule at a distorted geometry, with wB97M-V/def2-TZVPD.

Geometry as XYZ:
```
11
Properties=species:S:1:pos:R:3:forces:R:3
N 1.426554 0.431933 0.827514 1.9 -2.2 0.0
C 0.042017 0.237555 0.680367 1.8 -0.4 -0.1
N -0.816384 -0.073508 1.667455 1.0 1.5 2.0
N -1.942105 -0.281749 1.311308 -1.8 -1.1 -0.8
O -1.858006 -0.369392 -0.200078 -0.3 0.0 -0.5
C -0.602090 -0.107072 -0.482872 -1.2 0.6 2.5
N -0.129215 -0.296085 -1.683004 -0.9 0.0 -3.7
H 1.936749 -0.571602 0.840421 -1.1 3.6 0.5
H 1.852220 1.230904 1.385648 -1.1 -2.0 -1.0
H -0.738383 -0.071766 -2.494989 0.7 -0.5 1.1
H 0.828642 -0.129218 -1.851770 1.0 0.3 0.1
```
Positions in Å, forces in eV/Å.

As for the energy above the lowest of the compared OMol25 structures with the same formula, charge and spin: 269.1 kJ/mol. As for the largest force on an atom: 3.8 eV/Å. The orbital gap is 9.26 eV. As for the net charge: 0. Its multiplicity is 1. The lowest unoccupied orbital energy is 0.68 eV. Its HOMO energy is -8.57 eV.



Entry 4:
Computed, not measured: a single C2H4N4O molecule at a distorted geometry, with wB97M-V/def2-TZVPD.

Geometry as XYZ:
```
11
Properties=species:S:1:pos:R:3:forces:R:3
C -0.100238 -0.420184 -0.125570 0.8 -0.1 -1.6
N 0.280138 0.580528 0.881226 -4.9 -1.3 0.7
C -0.924926 1.240600 1.452958 1.6 -1.5 -0.4
N -0.624170 2.116388 2.448125 -0.1 0.2 0.0
N -1.698360 2.396835 3.006131 -0.1 1.6 1.4
O -2.708811 1.760793 2.420100 -0.5 -0.1 0.2
N -2.254012 0.995660 1.434215 3.1 -0.7 -1.6
H 0.825769 -0.737332 -0.723236 -1.2 0.3 1.1
H -0.561104 -1.318866 0.332923 0.2 0.7 -0.3
H -0.773888 0.050366 -0.892144 0.3 -0.7 0.6
H 0.982869 1.155732 0.530728 0.9 1.7 -0.2
```
Positions in Å, forces in eV/Å.

As for the energy above the lowest of the compared OMol25 structures with the same formula, charge and spin: 376.4 kJ/mol. As for the largest force on an atom: 5.2 eV/Å. The orbital gap is 10.51 eV. As for the net charge: 0. Its multiplicity is 1. The lowest unoccupied orbital energy is 0.59 eV. Its HOMO energy is -9.93 eV.



Entry 5:
Computed, not measured: a single C2H4N4O molecule at a distorted geometry, with wB97M-V/def2-TZVPD.

Geometry as XYZ:
```
11
Properties=species:S:1:pos:R:3:forces:R:3
N 1.982924 -0.386865 0.018025 0.5 -0.3 0.1
N 0.674543 0.037755 -0.046117 0.0 0.6 0.2
C 0.250836 1.307610 -0.017100 -0.7 0.2 -0.1
N -1.090406 1.342459 0.015029 1.1 -0.1 0.0
C -1.398697 0.031561 0.014271 0.0 -0.1 -0.4
O -2.683323 -0.394013 -0.011599 0.8 -0.8 0.2
N -0.372813 -0.805416 -0.032219 -0.7 -0.2 0.2
H 2.183079 -0.979035 -0.786356 -0.1 0.1 0.2
H 2.134512 -0.934807 0.871799 -0.2 0.3 -0.4
H 0.936815 2.155365 -0.054673 -0.3 -0.4 0.1
H -2.617474 -1.374611 0.028944 -0.3 0.8 -0.1
```
Positions in Å, forces in eV/Å.

As for the energy above the lowest of the compared OMol25 structures with the same formula, charge and spin: 136.3 kJ/mol. As for the largest force on an atom: 1.1 eV/Å. The orbital gap is 10.27 eV. As for the net charge: 0. Its multiplicity is 1. The lowest unoccupied orbital energy is 0.88 eV. Its HOMO energy is -9.39 eV.



Entry 6:
Computed, not measured: a single C2H4N4O molecule, with wB97M-V/def2-TZVPD.

Geometry as XYZ:
```
11
Properties=species:S:1:pos:R:3:forces:R:3
N 1.604820 0.462460 -1.528259 0.0 0.1 -0.2
C 0.479480 0.548105 -0.762478 0.0 0.2 0.0
N -0.164219 1.572576 -0.325195 0.2 -0.3 -0.3
N -1.057789 1.065571 0.642739 -0.1 -0.4 0.1
C -0.871246 -0.202916 0.656970 0.1 0.3 0.2
N -1.327110 -1.194922 1.499412 0.0 0.2 0.1
O 0.051994 -0.630326 -0.246304 0.2 0.1 0.2
H 1.736614 -0.410694 -2.015558 0.0 0.2 -0.1
H 1.855975 1.300116 -2.027518 -0.1 -0.1 0.0
H -0.517717 -1.724815 1.806163 -0.3 -0.2 0.1
H -1.790801 -0.785156 2.300029 -0.1 0.0 -0.1
```
Positions in Å, forces in eV/Å.

As for the energy above the lowest of the compared OMol25 structures with the same formula, charge and spin: 83.2 kJ/mol. As for the largest force on an atom: 0.5 eV/Å. The orbital gap is 9.25 eV. As for the net charge: 0. Its multiplicity is 1. The lowest unoccupied orbital energy is 0.73 eV. Its HOMO energy is -8.53 eV.



Entry 7:
Computed, not measured: a single C2H4N4O molecule at a distorted geometry, with wB97M-V/def2-TZVPD.

Geometry as XYZ:
```
11
Properties=species:S:1:pos:R:3:forces:R:3
C -1.007338 -0.477021 0.262964 -3.0 -0.9 -1.2
C -0.394027 0.300972 -0.974222 -3.3 1.0 0.4
N 0.077687 -1.229266 0.677542 0.9 -1.4 0.3
N 0.446880 1.260137 -0.689607 2.1 1.7 0.8
N 1.072573 -0.563954 1.082945 1.0 0.3 1.2
N 1.803801 0.342924 0.741578 -2.0 -1.4 -2.3
O 2.724465 1.006220 1.011080 1.0 0.9 1.4
H -1.366062 0.210947 0.963894 -0.6 1.2 1.2
H -1.949324 -1.138385 -0.126973 2.6 1.4 1.0
H -0.161685 -0.541307 -1.485723 1.6 -2.3 -2.7
H -1.246971 0.828733 -1.463477 -0.1 -0.3 0.0
```
Positions in Å, forces in eV/Å.

As for the energy above the lowest of the compared OMol25 structures with the same formula, charge and spin: 1021.1 kJ/mol. As for the largest force on an atom: 3.9 eV/Å. The orbital gap (alpha / beta) is 7.46 / 7.71 eV. As for the net charge: 0. Its multiplicity is 1. The lowest unoccupied orbital energy (alpha / beta) is -1.17 / -1.12 eV. Its HOMO energy (alpha / beta) is -8.63 / -8.83 eV.



Entry 8:
Computed, not measured: a single C2H4N4O molecule at a distorted geometry, with wB97M-V/def2-TZVPD.

Geometry as XYZ:
```
11
Properties=species:S:1:pos:R:3:forces:R:3
C 0.850659 0.899607 -0.448070 -0.8 0.6 -0.9
C 0.371256 -0.372247 0.054124 2.6 -2.5 -0.9
N -2.521804 0.583408 -0.348921 -0.5 0.9 0.2
N -0.854744 -1.011450 0.005540 0.8 2.5 0.5
N -2.171085 -0.492257 -0.086983 -0.3 -2.8 -0.4
N 1.864786 1.492332 0.070935 1.5 1.4 1.7
O 1.341418 -1.191856 0.054280 -1.3 0.9 0.6
H -0.832917 -1.989537 0.114220 0.3 -1.2 0.2
H -2.702521 -1.478877 -0.034104 -0.2 1.9 0.0
H 2.267568 1.269073 1.049306 -0.7 0.3 -1.9
H 2.387388 2.291809 -0.430329 -1.4 -1.9 1.0
```
Positions in Å, forces in eV/Å.

As for the energy above the lowest of the compared OMol25 structures with the same formula, charge and spin: 596.1 kJ/mol. As for the largest force on an atom: 3.7 eV/Å. The orbital gap is 8.92 eV. As for the net charge: 0. Its multiplicity is 1. The lowest unoccupied orbital energy is 0.30 eV. Its HOMO energy is -8.62 eV.



Entry 9:
Computed, not measured: a single C2H4N4O2 molecule at a distorted geometry, with wB97M-V/def2-TZVPD.

Geometry as XYZ:
```
12
Properties=species:S:1:pos:R:3:forces:R:3
N 2.348648 -0.234450 0.094012 -2.3 2.4 0.5
C 0.946063 -0.192350 0.081003 -1.1 -3.8 -1.6
N 0.157464 -1.340713 0.039052 2.2 1.0 0.7
C -1.176480 -0.973891 0.101492 3.1 1.2 0.2
O -2.187882 -1.606370 -0.015727 -0.7 0.2 0.0
N -1.117056 0.444371 0.354384 -1.1 -0.8 0.7
O -2.247480 1.142894 -0.035317 -0.9 -0.3 -0.8
N 0.154726 0.857679 -0.095655 1.0 5.8 0.7
H 2.891814 0.605257 -0.166836 -0.8 -0.9 0.2
H 2.664168 -1.091157 -0.248328 0.7 -1.5 -0.5
H -2.945226 0.416796 -0.208532 1.6 1.0 0.2
H 0.511243 1.971937 0.100451 -1.7 -4.3 -0.3
```
Positions in Å, forces in eV/Å.

As for the energy above the lowest of the compared OMol25 structures with the same formula, charge and spin: 209.8 kJ/mol. As for the largest force on an atom: 5.9 eV/Å. The orbital gap is 9.19 eV. As for the net charge: 0. Its multiplicity is 1. The lowest unoccupied orbital energy is 0.20 eV. Its HOMO energy is -8.99 eV.



Entry 10:
Computed, not measured: a molecular structure, C2H4N4O2 at a distorted geometry, with wB97M-V/def2-TZVPD.

Geometry as XYZ:
```
12
Properties=species:S:1:pos:R:3:forces:R:3
C -0.981693 -0.227675 -0.247156 3.3 -3.3 -0.4
C -0.046836 0.911404 -0.161778 0.4 -1.3 -2.4
H -2.052940 1.046466 0.687376 -1.6 -2.9 -3.3
H -2.743716 -0.592997 0.510332 0.5 1.0 -1.4
H 1.588041 -1.771596 -0.569754 -1.3 0.6 0.6
H 2.896439 0.472024 0.955485 -2.9 0.2 -4.4
N -2.236989 0.115186 -0.100961 -3.7 2.5 5.1
N -0.407697 -1.512895 -0.321336 -4.1 4.6 0.6
N 0.833957 -1.217492 -0.073052 5.1 -2.5 -0.6
N 1.098726 0.086752 -0.208305 0.1 4.5 0.8
O 2.358241 0.561743 -0.139020 3.0 -0.7 3.9
O -0.305538 2.129081 -0.331831 1.3 -2.7 1.4
```
Positions in Å, forces in eV/Å.

As for the energy above the lowest of the compared OMol25 structures with the same formula, charge and spin: 526.7 kJ/mol. As for the largest force on an atom: 6.8 eV/Å. The orbital gap is 7.81 eV. As for the net charge: 0. Its multiplicity is 1. The lowest unoccupied orbital energy is -0.37 eV. Its HOMO energy is -8.18 eV.



Q: Which formula does entry 5 have?
A: C2H4N4O



Repeat the fifth record exactly.
Computed, not measured: a single C2H4N4O molecule at a distorted geometry, with wB97M-V/def2-TZVPD.

Geometry as XYZ:
```
11
Properties=species:S:1:pos:R:3:forces:R:3
N 1.982924 -0.386865 0.018025 0.5 -0.3 0.1
N 0.674543 0.037755 -0.046117 0.0 0.6 0.2
C 0.250836 1.307610 -0.017100 -0.7 0.2 -0.1
N -1.090406 1.342459 0.015029 1.1 -0.1 0.0
C -1.398697 0.031561 0.014271 0.0 -0.1 -0.4
O -2.683323 -0.394013 -0.011599 0.8 -0.8 0.2
N -0.372813 -0.805416 -0.032219 -0.7 -0.2 0.2
H 2.183079 -0.979035 -0.786356 -0.1 0.1 0.2
H 2.134512 -0.934807 0.871799 -0.2 0.3 -0.4
H 0.936815 2.155365 -0.054673 -0.3 -0.4 0.1
H -2.617474 -1.374611 0.028944 -0.3 0.8 -0.1
```
Positions in Å, forces in eV/Å.

As for the energy above the lowest of the compared OMol25 structures with the same formula, charge and spin: 136.3 kJ/mol. As for the largest force on an atom: 1.1 eV/Å. The orbital gap is 10.27 eV. As for the net charge: 0. Its multiplicity is 1. The lowest unoccupied orbital energy is 0.88 eV. Its HOMO energy is -9.39 eV.



Copy entry 8 word for word.
Computed, not measured: a single C2H4N4O molecule at a distorted geometry, with wB97M-V/def2-TZVPD.

Geometry as XYZ:
```
11
Properties=species:S:1:pos:R:3:forces:R:3
C 0.850659 0.899607 -0.448070 -0.8 0.6 -0.9
C 0.371256 -0.372247 0.054124 2.6 -2.5 -0.9
N -2.521804 0.583408 -0.348921 -0.5 0.9 0.2
N -0.854744 -1.011450 0.005540 0.8 2.5 0.5
N -2.171085 -0.492257 -0.086983 -0.3 -2.8 -0.4
N 1.864786 1.492332 0.070935 1.5 1.4 1.7
O 1.341418 -1.191856 0.054280 -1.3 0.9 0.6
H -0.832917 -1.989537 0.114220 0.3 -1.2 0.2
H -2.702521 -1.478877 -0.034104 -0.2 1.9 0.0
H 2.267568 1.269073 1.049306 -0.7 0.3 -1.9
H 2.387388 2.291809 -0.430329 -1.4 -1.9 1.0
```
Positions in Å, forces in eV/Å.

As for the energy above the lowest of the compared OMol25 structures with the same formula, charge and spin: 596.1 kJ/mol. As for the largest force on an atom: 3.7 eV/Å. The orbital gap is 8.92 eV. As for the net charge: 0. Its multiplicity is 1. The lowest unoccupied orbital energy is 0.30 eV. Its HOMO energy is -8.62 eV.